The following is a quantum chemistry calculation of H8O4 as an isolated structure at a distorted geometry, from OMol25.

```
12
Properties=species:S:1:pos:R:3
O 0.41331 0.80914 -1.13661
H 1.02564 1.48247 -1.43309
H -0.22700 0.73854 -1.84460
O -0.51798 -1.00934 2.15199
H -0.89168 -0.32292 1.59934
H 0.42563 -0.85067 2.12666
O 0.22706 -1.30517 -1.01506
H 0.20049 -0.35459 -0.90583
H 1.09670 -1.48125 -1.37416
O -0.66888 0.43834 0.80772
H -0.25936 0.51203 -0.05431
H -0.82393 1.34343 1.07792
```

Computed properties:
Orbital gap in eV: 8.274
Energy above the lowest of the compared OMol25 structures with the same formula, charge and spin in kJ/mol: 602.2
Calculated total energy in hartree: -305.54985
2S+1: 1
HOMO level in eV: -8.7